Record 1
# C3H5NO

One molecule with the formula C3H5NO at a distorted geometry (ωB97M-V/def2-TZVPD, the Open Molecules 2025 dataset).

Energy above the lowest of the compared OMol25 structures with the same formula, charge and spin, eV: 3.279
Orbital gap, Ha: 0.3827
SMILES: O=CN1CC1
Charge: 0

Last column: Löwdin charge in e.
Geometry (Å):
O 1.97417 1.19633 -1.46380  -0.0693
C 0.93109 1.27898 -0.69061  -0.2224
N 0.04538 0.18413 -0.36101  -0.1085
C -0.89607 -0.04424 0.67085  -0.1533
C -0.00859 -1.25501 0.17392  -0.0376
H 0.43555 2.31067 -0.33505  0.1570
H -0.59440 0.11759 1.66265  0.0791
H -2.00456 -0.24564 0.30541  0.1476
H -0.73298 -1.66501 -0.53242  0.0804
H 0.85040 -1.87779 0.57005  0.1270

=====

Record 2
# C3H3KO4

C3H3KO4 as an isolated structure at a distorted geometry (ωB97M-V/def2-TZVPD, the Open Molecules 2025 dataset).

Energy above the lowest of the compared OMol25 structures with the same formula, charge and spin, eV: 2.443
Orbital gap (spin up / spin down), Ha: 0.1858 / 0.1859
Charge: 0

Last column: Löwdin charge in e.
Geometry (Å):
O -2.29112 0.36446 -0.87489  -0.0591
C -1.79407 1.46087 -0.66049  -0.1851
C -1.06564 1.69374 0.62958  -0.1951
O -0.74111 0.74048 1.33580  -0.0532
K -1.05518 -1.61062 0.21999  0.8626
H -1.92174 2.31466 -1.34902  0.1326
H -0.62471 2.69109 0.79701  0.1311
C 1.58408 -0.24263 -0.57439  -0.5126
O 1.42267 0.77842 -1.25741  -0.1396
O 2.84944 -0.69243 -0.47850  -0.0588
H 3.43272 -0.13889 -1.02788  0.0773

=====

Record 3
# C22H57Li4N7O10

C22H57Li4N7O10 as an isolated structure at a distorted geometry (ωB97M-V/def2-TZVPD, the Open Molecules 2025 dataset).

Orbital gap, Ha: 0.1102
Charge: +2

Last column: Löwdin charge in e.
Geometry (Å):
Li -7.07747 -2.83509 -0.31779  0.9631
Li -0.76181 -1.45243 3.50211  0.6183
Li 4.05404 -0.33842 2.09641  0.8209
Li -0.72216 -4.08489 -0.52856  0.6838
O -2.93667 -1.19261 -1.75675  -0.4118
C -2.23306 0.03295 -2.05619  -0.3864
C -1.17191 0.59573 -1.06460  -0.3749
O -0.15271 -0.25470 -0.53203  -0.3606
H -2.98389 0.82069 -1.99440  0.0801
H -1.97290 -0.01257 -3.11370  0.0848
H -1.66118 1.13091 -0.25078  0.0769
H -0.63539 1.35524 -1.63325  0.1023
C -0.81340 6.67516 5.60627  -0.8541
O -0.39502 7.79576 5.46249  0.0593
N -1.06663 6.19058 6.79043  0.1538
N -1.12119 5.87435 4.70624  0.1723
H -1.32794 6.78705 7.56247  0.1287
H -1.44604 5.25649 6.73010  0.0914
H -1.25044 4.95952 5.11426  0.1069
H -1.37463 6.15162 3.76870  0.1420
C -4.82709 -4.93395 -7.31445  -0.7978
O -5.14569 -5.56077 -8.32330  0.0304
N -4.73282 -5.42842 -6.13864  0.1594
N -4.38009 -3.70293 -7.36291  0.1545
H -5.36032 -6.15787 -5.83161  0.1278
H -4.42525 -4.65999 -5.55984  0.0958
H -4.45572 -3.20749 -8.23979  0.1277
H -4.03338 -3.26245 -6.52275  0.1031
C 6.59268 1.14778 -6.33166  -0.1308
O 5.35774 1.07223 -6.93591  -0.1992
C 4.40721 0.24670 -6.26842  -0.2114
C 3.12022 0.28119 -7.16772  -0.1976
N 3.36848 -0.38432 -8.46148  -0.0769
C 2.16213 -0.84712 -9.17781  -0.1871
C 2.51939 -1.24337 -10.65556  -0.2023
O 2.87787 -0.13761 -11.47163  -0.1819
C 3.20722 -0.43730 -12.79290  -0.1375
H 6.35725 1.47706 -5.31961  0.0748
H 7.21155 1.97429 -6.68091  0.0954
H 7.00365 0.14067 -6.26119  0.0919
H 3.97192 0.78510 -5.42656  0.1051
H 4.70277 -0.75135 -5.94493  0.1212
H 2.84585 1.31657 -7.36974  0.1180
H 2.39210 -0.26245 -6.56571  0.1108
H 4.07343 0.15014 -8.94883  0.1081
H 1.46738 -0.00823 -9.13657  0.1031
H 1.57593 -1.60515 -8.65834  0.1075
H 1.65838 -1.74525 -11.09700  0.1148
H 3.35329 -1.94249 -10.59278  0.1169
H 2.35220 -0.66491 -13.42948  0.0887
H 3.94529 -1.22797 -12.92767  0.0820
H 3.82793 0.31625 -13.27767  0.0866
C -9.02581 -2.43660 9.74848  -0.0839
O -9.25080 -1.00885 9.61551  -0.2156
C -8.12063 -0.12334 9.77309  -0.1997
C -7.43466 -0.06090 8.37064  -0.1728
N -8.38036 0.44329 7.34384  -0.0583
C -8.87959 1.79128 7.45333  -0.2239
C -7.86660 2.63701 6.75546  -0.2187
O -7.38895 2.19877 5.48361  -0.2128
C -8.35519 1.99760 4.44859  -0.1038
H -8.52271 -2.69767 8.81744  0.0650
H -9.93148 -3.01570 9.56823  0.0849
H -8.47989 -2.77571 10.62886  0.0898
H -7.34530 -0.37432 10.49696  0.1133
H -8.59522 0.77460 10.16876  0.1117
H -7.04764 -1.07383 8.25983  0.1027
H -6.59288 0.61450 8.52348  0.1047
H -9.05700 -0.30067 7.25025  0.1057
H -9.18746 2.14257 8.43818  0.1188
H -9.82563 1.84598 6.91471  0.1191
H -7.03450 2.67739 7.45837  0.1200
H -8.33547 3.56791 6.43659  0.1200
H -7.93159 1.65112 3.50593  0.0771
H -8.93706 2.91811 4.40189  0.0892
H -9.00156 1.15325 4.68810  0.0686
C 6.04827 -3.40093 0.64002  -0.1413
O 7.29252 -2.83667 0.25040  -0.1901
C 8.45674 -3.00241 1.20840  -0.1172
C 8.23311 -2.12775 2.50037  -0.2465
N 7.93135 -0.79110 2.05568  -0.0635
C 7.89885 0.14858 3.21259  -0.1541
C 7.44085 1.57836 2.63931  -0.1802
O 6.23531 1.40672 1.91383  -0.2838
C 5.80509 2.48276 1.10476  -0.0774
H 5.34402 -3.05468 -0.11646  0.0796
H 5.60602 -3.27560 1.62836  0.0642
H 6.08560 -4.46009 0.38529  0.0873
H 9.37709 -2.67534 0.72460  0.1192
H 8.68365 -3.99190 1.60529  0.1141
H 9.14608 -2.28947 3.07346  0.1192
H 7.45464 -2.54993 3.13585  0.1056
H 8.84353 -0.48323 1.75033  0.1120
H 8.93459 0.21325 3.54598  0.1187
H 7.23507 -0.16224 4.01937  0.1094
H 8.18934 2.05594 2.00704  0.1219
H 7.22449 2.33699 3.39148  0.1200
H 5.62405 3.33501 1.75974  0.0953
H 4.86989 2.10371 0.69264  0.0851
H 6.62712 2.70210 0.42340  0.1038

=====

Record 4
# C27H46BBr2F3NO8S4

A 5-piece molecular cluster, C27H46BBr2F3NO8S4 overall at a distorted geometry (ωB97M-V/def2-TZVPD, the Open Molecules 2025 dataset).

Orbital gap, Ha: 0.2314
Charge: -1

Last column: Löwdin charge in e.
Geometry (Å):
C -3.24903 -2.20299 3.77937  -0.1182
B -2.53374 -2.38378 2.28149  -0.8094
C -0.90367 -2.35270 2.56448  -0.1048
C -3.08278 -3.81555 1.67150  -0.1463
C -1.96478 -4.68771 0.93587  -0.1833
C -2.59505 -6.03835 0.35567  -0.7175
F -2.98573 -6.86432 1.46956  -0.0915
Br -4.07614 -5.74454 -0.93688  0.7493
C -1.49261 -6.92541 -0.43941  -0.7658
F -1.28927 -6.46256 -1.76379  -0.0613
F -0.27554 -6.99982 0.26399  -0.0112
Br -2.11875 -8.82468 -0.65063  0.6823
C -2.96349 -1.11309 1.33488  -0.0619
C -2.26347 -0.73472 0.02628  -0.0017
C -2.75123 0.48262 -0.76442  -0.1529
N -3.76997 1.42101 -0.49555  -0.0145
C -4.37722 1.02115 0.71591  -0.1940
C -4.10881 -0.13617 1.63661  -0.0287
H -4.39114 -2.18400 3.63042  0.0312
H -2.94456 -1.17710 4.20775  0.0652
H -2.96598 -3.04172 4.49774  0.0502
H -0.69891 -3.11514 3.40617  0.0586
H -0.58989 -1.33779 3.00914  0.0619
H -0.26272 -2.58418 1.64907  0.0380
H -3.51692 -4.44158 2.52518  0.1028
H -3.91500 -3.55081 0.92123  0.0856
H -1.08524 -4.93862 1.61614  0.1249
H -1.55009 -4.11194 0.03911  0.1306
H -1.39597 -1.35358 -0.34572  0.0594
H -2.20312 0.67779 -1.74899  0.0638
H -5.22940 1.71717 1.04692  0.0798
H -4.74772 -0.29535 2.55905  0.0815
C 2.44455 -1.78563 -3.03848  -0.2204
C 2.18746 -0.91967 -4.27102  -0.2296
C 0.71444 -0.51085 -4.24539  -0.2166
S 0.22578 -0.49386 -2.52126  0.6715
O -0.75759 -1.53068 -2.31249  -0.3309
O 0.00900 0.86964 -2.09684  -0.3264
C 1.79337 -1.05229 -1.87322  -0.2247
H 3.51144 -1.94115 -2.86774  0.1106
H 1.97613 -2.76621 -3.17253  0.1200
H 2.81707 -0.02756 -4.22535  0.0803
H 2.43384 -1.44812 -5.19549  0.1121
H 0.56573 0.48121 -4.67225  0.1022
H 0.08820 -1.23753 -4.76529  0.1039
H 1.62990 -1.68861 -1.00363  0.1130
H 2.36961 -0.17206 -1.59173  0.0763
C 6.47238 3.36198 -3.62667  -0.2280
C 6.03606 2.52924 -4.83314  -0.2079
C 5.88925 1.08032 -4.36167  -0.2151
S 5.47862 1.16095 -2.62105  0.6924
O 6.56685 0.58719 -1.86414  -0.3140
O 4.10654 0.74417 -2.43434  -0.3219
C 5.56489 2.93690 -2.48075  -0.2295
H 6.39335 4.43205 -3.82371  0.0889
H 7.51593 3.13853 -3.38107  0.1209
H 5.07265 2.89703 -5.19931  0.1177
H 6.74972 2.60534 -5.65619  0.1162
H 5.09373 0.56113 -4.89685  0.0960
H 6.82555 0.52936 -4.46215  0.1062
H 5.95179 3.21365 -1.50043  0.1098
H 4.55485 3.33133 -2.61207  0.1041
C -5.28631 -3.76208 7.50390  -0.2227
C -5.69359 -2.50609 8.27807  -0.2234
C -6.30367 -1.52621 7.27344  -0.2238
S -6.99729 -2.52409 5.95918  0.6646
O -6.25999 -2.26322 4.74872  -0.3138
O -8.44106 -2.45139 6.01597  -0.3379
C -6.47254 -4.10033 6.61032  -0.2321
H -5.04014 -4.58889 8.17320  0.1129
H -4.40484 -3.54839 6.89103  0.1159
H -6.43949 -2.77033 9.03496  0.1125
H -4.84386 -2.05876 8.79818  0.1126
H -7.09296 -0.92498 7.72503  0.0996
H -5.54394 -0.87561 6.83745  0.1092
H -6.21659 -4.77337 5.79271  0.1117
H -7.29952 -4.51264 7.19260  0.1038
C 5.06895 8.53910 -2.26364  -0.2236
C 3.60256 8.23106 -1.95170  -0.2149
C 2.95354 7.73117 -3.24438  -0.2186
S 4.26328 6.97671 -4.20262  0.6696
O 4.46589 7.75687 -5.40085  -0.3165
O 4.06247 5.54540 -4.24039  -0.3271
C 5.58224 7.34487 -3.05758  -0.2402
H 5.65236 8.69663 -1.35462  0.1167
H 5.13461 9.44810 -2.86981  0.1206
H 3.54929 7.45007 -1.18687  0.1208
H 3.07987 9.10673 -1.56199  0.1164
H 2.17884 6.99033 -3.04594  0.1092
H 2.53969 8.55422 -3.82865  0.1072
H 6.50117 7.55454 -3.60420  0.1101
H 5.71787 6.47321 -2.41347  0.1017

=====

Record 5
# C5H11NO5

A 2-piece molecular cluster, C5H11NO5 overall at a distorted geometry (ωB97M-V/def2-TZVPD, the Open Molecules 2025 dataset).

Energy above the lowest of the compared OMol25 structures with the same formula, charge and spin, eV: 7.510
Orbital gap (spin up / spin down), Ha: 0.2943 / 0.3396
Charge: 0

Last column: Löwdin charge in e.
Geometry (Å):
C 0.71588 1.59893 1.13631  -0.0927
C 1.12425 0.38928 0.32626  -0.2046
C 0.16489 -0.80501 0.43136  -0.5995
C 0.52182 -1.88272 -0.56363  -0.0228
C 0.11255 -1.32810 1.86260  -0.0120
O -1.20304 -0.43385 0.23657  -0.0119
O -1.29747 0.02546 -1.20228  -0.0948
O -0.96324 1.30751 -1.24699  -0.0333
N -2.02315 1.77238 -2.82072  -0.2227
O -2.22929 0.80558 -3.51423  0.1473
O -2.23219 2.95493 -2.81355  0.1462
H 1.45289 2.39716 0.99939  0.0806
H -0.25438 1.96703 0.78790  0.0677
H 0.66231 1.36690 2.20579  0.0720
H 1.25852 0.66230 -0.72210  0.1094
H 2.11723 0.05784 0.66205  0.1264
H 1.51120 -2.29713 -0.37552  0.0938
H -0.20009 -2.69081 -0.48827  0.0934
H 0.50396 -1.47682 -1.57112  0.0847
H 1.07065 -1.72808 2.19146  0.0973
H -0.18570 -0.53273 2.55007  0.0817
H -0.62760 -2.13007 1.92866  0.0937

=====

Record 6
# C2H2NOPS

One molecule with the formula C2H2NOPS at a distorted geometry (ωB97M-V/def2-TZVPD, the Open Molecules 2025 dataset).

Energy above the lowest of the compared OMol25 structures with the same formula, charge and spin, eV: 0.576
Orbital gap (spin up / spin down), Ha: 0.2333 / 0.2333
SMILES: O=C/C=P\N=S
Charge: 0

Last column: Löwdin charge in e.
Geometry (Å):
O 1.19133 -0.30422 0.63552  -0.0647
C 0.78540 -0.67316 -0.47358  -0.4102
C -0.43355 -0.32032 -1.02098  -0.3601
P -1.37997 0.75024 -0.01632  0.9328
N -0.48471 0.93425 1.27324  -0.9149
S -0.32234 1.57083 2.67396  0.6675
H 1.42480 -1.32617 -1.08453  0.1187
H -0.78096 -0.63146 -1.98731  0.0308

=====

Number 1: electronic energy -247.1867 Eh. Number 2: electronic energy -1016.9496 Eh. Number 3: electronic energy -2037.1605 Eh. Number 4: electronic energy -8778.2099 Eh. Number 5: electronic energy -627.7080 Eh. Number 6: electronic energy -946.8356 Eh.